--- w ---
The following is a DFT calculation (ωB97M-V/def2-TZVPD) of a gas-phase ion, C10H14N3S (charge +1).

XYZ file:
```
28
C10H14N3S ωB97M-V/def2-TZVPD
C -1.379 2.712 1.849
C -2.333 2.432 0.585
C -1.973 1.077 -0.013
N -0.542 1.066 -0.351
N 0.202 0.121 0.411
C 1.057 -0.670 -0.043
C 1.616 -0.853 -1.374
C 2.433 -1.862 -1.647
C 2.670 -2.954 -0.746
C 2.166 -2.858 0.490
C 1.702 -1.560 0.991
S -2.999 0.563 -1.403
C -2.194 -0.831 -2.076
N -1.598 -1.697 -2.543
H -2.012 3.367 2.503
H -0.506 3.259 1.560
H -1.170 1.758 2.407
H -2.140 3.243 -0.139
H -3.381 2.635 0.934
H -2.048 0.368 0.926
H -0.510 0.820 -1.322
H -0.265 1.993 0.124
H 1.535 -0.124 -2.164
H 3.062 -1.787 -2.534
H 3.141 -3.798 -1.045
H 2.315 -3.646 1.248
H 2.317 -0.963 1.764
H 0.835 -1.811 1.606
```

LUMO level = -0.138 hartree
net charge = +1
SMILES string = CC[C@H]([NH2+]/N=C1\C=CC=CC1)SC#N
frontier orbital gap = 8.61 eV
HOMO level = -12.37 eV

=====

--- x ---
The following is a DFT calculation (ωB97M-V/def2-TZVPD) of 2 unconnected molecules or ions with the total composition C10H14N3S.

XYZ file:
```
28
C10H14N3S ωB97M-V/def2-TZVPD
C 1.487 3.648 0.890
C 1.411 3.419 -0.458
C 1.900 2.607 1.817
C 1.638 2.159 -0.911
C 2.091 1.294 1.305
C 1.894 1.089 -0.069
C -1.612 -3.618 1.087
C -0.499 -4.288 0.687
C -1.753 -0.457 -1.122
C 0.575 -1.020 -1.035
N -2.770 0.351 -0.850
N -1.916 -1.649 -1.556
N -0.429 -0.187 -0.741
S 2.185 -0.557 -0.638
H 1.458 4.690 1.438
H 1.305 4.384 -1.016
H 2.000 2.995 2.879
H 1.735 2.057 -1.915
H 2.331 0.645 2.127
H -2.468 -3.602 0.595
H -1.658 -3.534 2.244
H -0.427 -4.440 -0.453
H 0.451 -2.029 -1.367
H -3.708 0.145 -1.397
H -2.544 1.423 -0.776
H -2.918 -1.888 -1.435
H 0.382 -4.363 1.184
H -0.142 0.728 -0.514
```

LUMO level = -0.174 hartree
net charge = +1
frontier orbital gap = 7.86 eV
HOMO level = -12.58 eV

=====

Most stable one: x, least stable one: w.

=====

--- w ---
The following is a DFT calculation (ωB97M-V/def2-TZVPD) of 11 unconnected molecules or ions with the total composition C5H35N2O10.

XYZ file:
```
52
C5H35N2O10 ωB97M-V/def2-TZVPD
C -0.270 -1.986 -1.597
N -0.389 -3.233 -0.851
C -1.484 -3.232 0.155
C 0.900 -1.075 -1.083
N 1.216 -0.077 -2.179
C 1.740 -0.298 1.147
C 0.552 -0.340 0.206
H -0.131 -2.291 -2.621
H -1.224 -1.366 -1.612
H 0.471 -3.514 -0.430
H -1.339 -2.614 0.969
H -1.540 -4.292 0.555
H -2.427 -2.949 -0.247
H 1.832 -1.685 -0.904
H 0.292 0.377 -2.521
H 1.716 -0.520 -2.961
H 1.866 0.764 -1.742
H 2.650 0.212 0.727
H 2.054 -1.345 1.441
H 1.534 0.201 2.058
H -0.289 -0.855 0.709
H 0.185 0.712 -0.029
H 2.769 -4.402 -0.427
H 2.844 -3.788 0.974
O 2.476 -3.643 0.099
H 0.270 3.035 1.804
H 0.929 3.223 3.191
O 1.043 3.214 2.231
H -0.727 2.355 -1.914
H -0.570 2.857 -0.489
O -0.219 2.937 -1.380
H -1.896 1.240 -3.554
H -2.173 0.527 -2.266
O -1.429 0.982 -2.780
H -1.823 1.995 1.203
H -1.882 3.476 1.120
O -1.324 2.739 1.042
H -3.820 -0.749 -1.188
H -3.159 0.149 -0.229
O -3.252 -0.031 -1.131
H 2.484 2.741 1.378
H 3.934 3.115 1.056
O 3.247 2.438 0.920
H -3.691 0.741 1.902
H -2.309 -0.059 2.010
O -2.871 0.602 1.442
H 2.736 2.264 -0.672
H 1.445 2.623 -1.536
O 2.330 2.168 -1.564
H -0.522 -1.258 2.679
H -1.365 -1.026 3.917
O -1.392 -1.058 2.970
```

LUMO level = -0.092 hartree
net charge = +1
frontier orbital gap = 8.78 eV
HOMO level = -11.29 eV

=====

--- x ---
The following is a DFT calculation (ωB97M-V/def2-TZVPD) of 11 unconnected molecules or ions with the total composition C5H35N2O10.

XYZ file:
```
52
C5H35N2O10 ωB97M-V/def2-TZVPD
C -1.924 1.789 -0.930
N -3.101 0.990 -0.674
C -3.250 -0.133 -1.620
C -2.568 -1.442 -1.182
C -0.440 1.204 -0.518
N -0.183 0.880 0.950
C 0.103 2.079 1.676
H -1.970 2.025 -2.054
H -2.159 2.870 -0.494
H -3.133 0.633 0.257
H -4.333 -0.453 -1.650
H -3.041 0.198 -2.643
H -3.207 -2.214 -0.983
H -1.816 -1.308 -0.368
H -2.163 -1.809 -2.160
H 0.292 1.973 -0.922
H -0.329 0.248 -0.994
H 0.537 0.024 0.912
H -1.075 0.445 1.237
H -0.679 2.926 1.644
H 0.986 2.634 1.241
H 0.189 1.901 2.780
H 3.556 1.177 1.214
H 2.729 1.852 0.075
O 2.750 1.059 0.690
H 2.732 2.405 -4.406
H 2.594 1.335 -3.436
O 2.465 2.270 -3.560
H -0.600 -1.906 4.120
H -1.146 -2.372 2.684
O -0.407 -2.248 3.224
H 2.152 -1.687 1.008
H 0.641 -1.937 1.847
O 1.049 -1.600 1.014
H -4.971 0.550 2.859
H -3.892 1.683 3.057
O -4.119 0.758 3.295
H -3.526 -2.077 1.861
H -2.833 -0.911 2.631
O -2.683 -1.636 1.972
H 0.664 -3.949 -1.205
H 0.797 -2.513 -0.565
O 0.894 -2.969 -1.303
H 2.643 -1.935 -3.391
H 1.850 -1.535 -2.213
O 2.628 -1.407 -2.719
H 3.396 2.704 -2.141
H 3.704 3.719 -0.993
O 3.481 2.833 -1.187
H 3.403 -0.670 0.058
H 3.389 -2.101 -0.403
O 3.451 -1.558 0.453
```

LUMO level = -0.092 hartree
net charge = +1
frontier orbital gap = 9.25 eV
HOMO level = -11.75 eV

=====

Most stable one: w, least stable one: x.

=====

--- w ---
The following is a DFT calculation (ωB97M-V/def2-TZVPD) of 3 unconnected molecules or ions with the total composition CH10N2O2.

XYZ file:
```
15
CH10N2O2 ωB97M-V/def2-TZVPD
N -1.169 -0.734 -1.045
C -0.274 0.418 -1.070
N -0.279 1.187 0.179
H -2.099 -0.410 -0.830
H -0.865 -1.492 -0.440
H -0.673 1.094 -1.832
H 0.681 0.054 -1.437
H 0.442 0.856 0.821
H -0.067 2.161 0.002
O 3.028 -1.243 -0.293
H 3.431 -0.404 -0.049
H 3.439 -1.485 -1.132
O -1.735 -0.189 2.708
H -2.576 0.256 2.556
H -1.283 -0.069 1.862
```

LUMO level = 0.022 hartree
SMILES string = NCN.O.O
frontier orbital gap = 10.05 eV
HOMO level = -9.44 eV

=====

--- x ---
The following is a DFT calculation (ωB97M-V/def2-TZVPD) of 3 unconnected molecules or ions with the total composition CH10N2O2.

XYZ file:
```
15
CH10N2O2 ωB97M-V/def2-TZVPD
N 0.041 -0.915 -0.317
C -0.536 -0.638 -1.612
N -1.051 0.757 -1.833
H -0.281 -0.269 0.338
H 0.169 -1.858 -0.086
H 0.149 -1.060 -2.339
H -1.526 -1.356 -1.538
H -0.427 1.557 -1.646
H -1.243 0.774 -2.827
O 0.457 1.604 0.654
H -0.095 1.745 1.492
H -0.123 2.168 0.018
O 1.618 -0.744 3.610
H 2.144 -0.792 2.779
H 0.707 -0.973 3.306
```

LUMO level = 0.023 hartree
SMILES string = NCN.O.O
frontier orbital gap = 8.96 eV
HOMO level = -8.34 eV

=====

Most stable one: w, least stable one: x.

=====

--- w ---
The following is a DFT calculation (ωB97M-V/def2-TZVPD) of a single C17H24N4O3 molecule.

XYZ file:
```
48
C17H24N4O3 ωB97M-V/def2-TZVPD
N 2.712 0.720 6.038
C 1.479 0.555 5.358
C 1.572 0.254 3.834
C 0.114 0.239 3.290
C 0.122 -0.021 1.760
C -1.247 0.084 1.072
N -1.728 1.483 0.963
C -1.674 2.276 -0.161
O -1.729 3.500 -0.127
C -1.603 1.557 -1.454
N -2.194 2.291 -2.617
C -0.135 1.286 -1.861
C -0.067 0.281 -3.031
C -0.565 0.392 -4.321
N -0.362 -0.740 -5.061
C 0.385 -1.644 -4.259
C 0.924 -2.907 -4.594
C 1.776 -3.531 -3.684
C 2.114 -2.890 -2.529
C 1.521 -1.696 -2.143
C 0.664 -1.012 -3.039
C -2.326 -0.727 1.844
O -2.033 -1.731 2.493
O -3.580 -0.319 1.673
H 3.328 -0.045 5.830
H 3.310 1.478 5.662
H 0.919 1.500 5.407
H 0.899 -0.231 5.834
H 2.213 0.970 3.238
H 2.001 -0.749 3.694
H -0.423 -0.575 3.871
H -0.267 1.226 3.499
H 0.514 -1.067 1.675
H 0.859 0.681 1.296
H -1.160 -0.358 0.091
H -1.689 1.996 1.828
H -2.088 0.547 -1.364
H -3.185 2.282 -2.443
H -1.965 3.258 -2.416
H 0.385 0.849 -1.011
H 0.314 2.280 -2.115
H -1.068 1.292 -4.690
H -0.725 -0.859 -6.014
H 0.584 -3.463 -5.483
H 2.182 -4.540 -3.957
H 2.805 -3.323 -1.803
H 1.725 -1.296 -1.140
H -3.610 0.448 1.067
```

LUMO level = 0.017 hartree
SMILES string = NCCCC[C@H](NC(=O)[C@@H](N)Cc1c[nH]c2ccccc12)C(=O)O
frontier orbital gap = 8.36 eV
HOMO level = -7.91 eV

=====

--- x ---
The following is a DFT calculation (ωB97M-V/def2-TZVPD) of a single C17H24N4O3 molecule.

XYZ file:
```
48
C17H24N4O3 ωB97M-V/def2-TZVPD
N -3.936 -3.992 3.684
C -4.201 -2.610 3.636
C -4.478 -1.953 2.278
C -3.132 -1.455 1.788
C -2.920 -1.407 0.236
C -1.369 -1.209 -0.011
N -0.792 -0.278 0.861
C -1.176 -0.776 -1.518
O -2.049 -0.880 -2.329
N -0.063 -0.054 -1.760
C 0.724 0.094 -2.999
C 1.611 1.416 -2.895
C 2.685 1.502 -1.768
C 3.542 0.441 -1.434
N 4.253 0.870 -0.275
C 3.933 2.208 -0.058
C 4.654 3.072 0.779
C 4.120 4.304 0.958
C 2.897 4.702 0.322
C 2.360 3.841 -0.618
C 2.896 2.567 -0.904
C 1.499 -1.150 -3.543
O 1.991 -1.260 -4.652
O 1.491 -2.050 -2.581
H -4.591 -4.674 3.473
H -3.153 -4.243 3.199
H -5.121 -2.608 4.298
H -3.359 -2.002 4.162
H -4.933 -2.869 1.801
H -5.231 -1.124 2.386
H -2.901 -0.352 2.327
H -2.345 -2.099 2.300
H -3.158 -2.421 -0.247
H -3.404 -0.451 -0.191
H -0.966 -2.201 -0.005
H -1.100 0.653 0.577
H -0.989 -0.395 1.847
H 0.458 0.248 -0.949
H -0.087 0.144 -3.712
H 0.852 2.069 -2.581
H 1.883 1.721 -3.957
H 3.539 -0.610 -1.689
H 4.042 0.287 0.511
H 5.649 2.906 1.301
H 4.688 5.042 1.608
H 2.355 5.702 0.549
H 1.458 4.150 -1.202
H 1.873 -2.818 -3.006
```

LUMO level = 0.018 hartree
SMILES string = NCCCC[C@H](N)C(=O)N[C@@H](Cc1c[nH]c2ccccc12)C(=O)O
frontier orbital gap = 8.83 eV
HOMO level = -8.33 eV

=====

Most stable one: w, least stable one: x.